Entry one
17
Properties=species:S:1:pos:R:3:lowdin_charge:R:1 method="wB97M-V/def2-TZVPD" total_charge=-1 homo_energy_ev=-4.44 e_lumo_ha=0.13507
O 0.013 1.372 1.610 -0.12
H -1.965 -0.699 0.231 0.00
H 2.913 -0.709 1.280 0.01
H -3.308 -0.573 0.005 0.05
S 1.102 0.563 -1.245 0.14
H -0.069 -1.323 -1.182 -0.11
H 3.732 -0.901 0.025 0.01
H -1.555 1.999 0.241 -0.01
H 0.337 0.509 1.331 -0.03
H -1.177 1.530 -1.154 -0.07
O -1.780 2.130 -0.681 -0.12
O -0.616 -2.102 -0.914 -0.14
H 1.949 0.048 -2.121 -0.38
H 0.441 1.899 0.915 -0.02
H -1.065 -2.007 -0.080 -0.02
O 3.819 -0.862 0.981 -0.09
O -2.773 -0.875 0.760 -0.08


Entry two
17
Properties=species:S:1:pos:R:3:lowdin_charge:R:1 method="wB97M-V/def2-TZVPD" total_charge=-1 homo_energy_ev=-3.89 e_lumo_ha=0.11917
O -2.069 1.679 -1.509 -0.09
H 1.253 -0.803 -1.666 0.03
H -0.907 -1.556 -2.270 0.01
O 0.911 -0.092 -2.221 -0.06
H 1.051 0.696 -1.692 0.02
H -1.749 1.619 -0.601 0.02
H 1.248 -1.155 4.548 0.02
S -0.465 -2.332 0.877 -0.13
O -1.711 -1.136 -1.969 -0.13
O 1.452 2.558 0.571 -0.05
H -1.679 -1.421 -1.032 -0.07
H -0.288 -1.077 0.350 -0.43
H -1.953 0.752 -1.793 -0.01
H 0.896 2.853 1.296 0.04
H 0.960 -1.250 3.027 -0.06
O 1.614 -0.956 3.679 -0.11
H 1.437 1.620 0.405 0.01


Verdict on stability: entry two comes out at the bottom.


Entry one
17
Properties=species:S:1:pos:R:3:lowdin_charge:R:1 method="wB97M-V/def2-TZVPD" total_charge=-1 homo_energy_ev=-4.05 e_lumo_ha=0.12540
H 0.354 2.267 -1.121 -0.01
H -0.723 -2.933 -0.635 0.03
H -3.472 0.726 -1.457 -0.36
H -0.525 0.927 1.046 0.04
O 0.753 2.912 -1.755 -0.09
H 1.468 0.292 -0.331 0.02
H 1.506 -1.557 2.755 0.04
H 1.879 -0.913 -0.988 0.03
O 2.300 -1.087 3.071 -0.06
H 2.066 -0.217 2.802 0.00
H -1.655 -1.913 -0.156 -0.17
O -0.530 1.226 0.129 -0.18
H -1.262 0.650 -0.272 -0.13
S -2.851 -0.385 -1.016 0.06
H -0.033 3.257 -2.136 0.00
O 1.966 -0.527 -0.110 -0.08
O -1.241 -2.725 0.172 -0.15


Entry two
17
Properties=species:S:1:pos:R:3:lowdin_charge:R:1 method="wB97M-V/def2-TZVPD" total_charge=-1 homo_energy_ev=-4.02 e_lumo_ha=0.13229
H -2.114 0.985 -0.747 0.05
H 2.493 -2.481 -0.499 0.02
H -0.057 0.169 -3.618 -0.01
O 1.947 -3.273 -0.476 -0.07
H -0.061 0.160 0.376 -0.05
S 1.939 0.438 1.186 -0.01
O -2.776 1.064 0.000 -0.05
H -0.026 1.883 3.838 0.02
H 1.006 -0.068 -0.887 0.01
H -0.783 -0.287 -2.282 0.02
H 1.939 1.820 0.922 -0.31
H -0.462 1.267 2.495 -0.03
H 1.194 -2.913 -0.029 0.01
O -0.017 -0.142 -0.622 -0.33
O -0.692 -0.437 -3.287 -0.11
H -2.722 0.204 0.283 -0.03
O -0.810 1.612 3.346 -0.11


Verdict on stability: entry two comes out at the bottom.


Entry one
9
Properties=species:S:1:pos:R:3:lowdin_charge:R:1 method="wB97M-V/def2-TZVPD" total_charge=0 homo_energy_ev="-7.89 / -7.89" e_lumo_ha="-0.06003 / -0.06006"
C -0.573 -0.916 0.079 -0.58
S 1.109 -1.076 -0.038 1.02
C -1.334 0.213 -0.078 -0.78
S -2.995 0.198 0.003 0.58
H -1.063 -1.865 0.234 0.05
H 2.803 0.526 -0.123 0.00
C 1.746 0.439 0.039 -0.34
H 1.159 1.324 0.191 0.01
H -0.851 1.158 -0.307 0.03


Entry two
9
Properties=species:S:1:pos:R:3:lowdin_charge:R:1 method="wB97M-V/def2-TZVPD" total_charge=0 homo_energy_ev=-8.50 e_lumo_ha=-0.02151
C -1.124 2.764 -0.474 -0.12
H -2.154 3.315 -0.270 0.06
H -0.145 -0.514 1.855 0.04
H -2.122 0.947 0.708 0.12
S 1.155 -2.051 0.326 0.59
H -0.281 3.448 -1.074 0.12
C -1.318 1.388 -0.063 -0.60
S -0.034 0.362 -0.519 0.77
C 0.237 -0.849 0.850 -0.98


Verdict on stability: entry two comes out at the bottom.